DFT (ωB97M-V/def2-TZVPD) results for C6H10OS in the gas phase.

Geometry as XYZ:
```
18
Properties=species:S:1:pos:R:3:forces:R:3:lowdin_charge:R:1
S 1.978 0.612 1.003 -0.3 -0.3 -0.1 0.887
O 0.002 -0.073 -1.361 0.6 -0.1 0.8 -0.092
C 1.222 -0.813 -1.109 -1.3 -0.3 -1.2 -0.218
C -0.492 0.293 -0.049 0.0 -0.1 -1.0 -0.613
C 0.384 1.390 0.508 0.2 1.4 0.2 -0.376
C -0.131 -0.915 0.797 -0.9 -0.4 0.1 -0.149
C 1.299 -0.991 0.359 1.0 0.7 0.8 -0.507
C -1.943 0.632 -0.273 -0.4 1.1 1.0 -0.007
H 2.037 -0.313 -1.566 1.0 0.6 -0.2 0.103
H -0.052 1.802 1.420 -0.1 0.1 -0.1 0.079
H -0.765 -1.732 0.467 0.1 -0.5 0.0 0.132
H -2.027 1.334 -1.133 0.0 -0.5 0.6 0.099
H 1.093 -1.742 -1.614 0.0 -1.0 -0.4 0.115
H -2.559 -0.270 -0.469 0.4 0.6 0.3 0.096
H -2.255 1.194 0.662 -0.3 -0.8 -1.1 0.105
H 0.542 2.219 -0.214 -0.1 -0.6 0.4 0.104
H 1.888 -1.830 0.696 0.2 -0.2 0.1 0.115
H -0.221 -0.799 1.876 -0.1 0.2 -0.1 0.128
```
Positions in Å, forces in eV/Å.

Computed properties:
relative energy (zero: lowest compared OMol25 entry of this formula, charge and spin) = 12.2 kcal/mol
charge = 0
maximum force = 1.8 eV/A
LUMO energy = 0.0311 Ha
HOMO level = -0.3139 Eh
SMILES = C[C@]12CS[C@H](CO1)C2
orbital gap = 9.390 eV

DFT (ωB97M-V/def2-TZVPD) results for C6H10OS in the gas phase.

Geometry as XYZ:
```
18
Properties=species:S:1:pos:R:3:forces:R:3:lowdin_charge:R:1
S 1.957 0.427 0.440 -1.0 -1.4 0.8 0.905
O 2.411 0.701 -0.921 0.8 0.9 -1.5 -0.575
C -0.699 0.468 0.059 0.9 -1.4 -0.8 -0.446
C -1.099 1.540 -0.913 -2.2 1.8 0.1 -0.084
C -0.483 -0.862 -0.480 -0.3 -2.5 -2.8 -0.137
C 1.765 -1.421 0.338 2.2 0.1 0.7 -0.400
C 0.578 -1.719 -0.415 -2.8 -0.2 -0.5 -0.194
C -1.048 0.676 1.488 -0.1 0.9 -0.6 -0.099
H 2.594 -1.886 -0.248 0.0 1.0 0.4 0.100
H -0.724 -0.159 2.162 0.3 1.2 -0.5 0.098
H 1.897 -1.902 1.319 -0.5 0.3 0.1 0.086
H -2.103 1.307 -1.466 1.4 0.1 1.2 0.113
H 0.598 -2.697 -0.976 -0.4 1.2 0.6 0.123
H -0.534 1.694 1.416 -0.9 -1.0 2.4 0.090
H -2.156 0.760 1.632 0.8 0.3 -0.2 0.094
H -0.435 1.722 -1.759 0.5 -0.2 0.3 0.072
H -1.307 2.581 -0.375 0.6 -2.2 -1.0 0.118
H -1.214 -1.231 -1.302 0.7 0.8 1.4 0.135
```
Positions in Å, forces in eV/Å.

Computed properties:
relative energy (zero: lowest compared OMol25 entry of this formula, charge and spin) = 99.2 kcal/mol
charge = 0
maximum force = 3.7 eV/A
LUMO energy (spin up / spin down) = -0.0017 / -0.0123 Ha
HOMO level (spin up / spin down) = -0.2972 / -0.2724 Eh
orbital gap (spin up / spin down) = 8.041 / 7.077 eV

DFT (ωB97M-V/def2-TZVPD) results for C6H10OS in the gas phase.

Geometry as XYZ:
```
18
Properties=species:S:1:pos:R:3:forces:R:3:lowdin_charge:R:1
S -1.491 0.215 1.416 -1.1 1.3 0.1 0.830
O 2.475 1.227 0.498 -4.3 0.2 -1.0 0.001
C 1.222 1.393 0.409 3.8 -0.7 0.9 -0.219
C -0.429 -1.271 1.303 0.1 2.4 -1.1 -0.458
C 0.241 0.898 -0.667 0.6 1.9 -0.7 -0.328
C -0.180 -1.503 -0.140 -1.1 -2.2 -2.6 -0.311
C -1.211 1.271 -0.118 1.4 -0.5 -0.8 -0.413
C 0.587 -0.593 -1.074 0.3 2.2 -0.3 -0.158
H 0.407 1.611 -1.555 0.0 -1.0 1.0 0.159
H 0.364 -2.423 -0.220 0.0 -1.0 0.0 0.101
H 0.417 -0.771 -2.210 -0.1 0.1 2.1 0.144
H 0.497 -1.097 1.801 0.6 0.1 0.7 0.070
H -1.165 -1.655 -0.657 0.6 -0.2 0.7 0.127
H -0.992 -2.053 1.758 -0.3 -0.6 0.2 0.068
H 1.684 -0.692 -0.929 -0.6 0.1 0.0 0.110
H 0.753 1.891 1.270 -0.2 0.3 -0.2 0.102
H -1.301 2.396 0.108 0.5 -1.8 0.2 0.102
H -1.877 1.155 -0.994 -0.2 -0.6 0.9 0.074
```
Positions in Å, forces in eV/Å.

Computed properties:
relative energy (zero: lowest compared OMol25 entry of this formula, charge and spin) = 38.1 kcal/mol
charge = 0
maximum force = 4.4 eV/A
LUMO energy = 0.0235 Ha
HOMO level = -0.3224 Eh
SMILES = O=C[C@H]1CCCSC1
orbital gap = 9.412 eV

In order of appearance, total energy = -19266.4988; -19262.7261; -19265.3758 eV.